1.
The following is a DFT calculation (ωB97M-V with the def2-TZVPD basis set) of AgBrY as an isolated structure at a distorted geometry.

Properties
**Electronic energy**: -2757.12887 hartree
**Spin multiplicity**: 2
**Total charge**: +4
**Max |F|**: 0.0277 Eh/bohr
**Expectation value of S²**: 0.75

The geometry in XYZ format:
```
3
Properties=species:S:1:pos:R:3:mulliken_charge:R:1
Ag -0.03 -2.68 -0.27 1.004
Y 0.21 2.74 0.35 2.472
Br -0.18 -0.05 -0.08 0.524
```

---

2.
The following is a DFT calculation (ωB97M-V with the def2-TZVPD basis set) of AgCl2F8Sr8 as an isolated structure at a distorted geometry.

Properties
**Electronic energy**: -2107.73438 hartree
**Total charge**: +7
**Max |F|**: 0.0825 Eh/bohr

The geometry in XYZ format:
```
19
Properties=species:S:1:pos:R:3:mulliken_charge:R:1
Ag 10.66 6.07 4.61 0.084
Sr 12.62 6.45 7.62 1.802
Sr 8.93 11.77 4.16 1.686
Sr 2.69 11.93 6.95 1.641
Sr 8.24 10.09 8.04 0.948
Sr 3.65 2.67 5.72 1.884
Sr 3.73 9.09 6.30 1.023
Sr 8.65 7.52 3.03 1.158
Sr 4.99 5.89 8.77 1.082
Cl 2.89 11.05 2.67 -0.410
Cl 9.56 5.90 10.01 -0.164
F 9.28 9.96 10.10 -0.546
F 5.76 3.42 10.15 -0.199
F 7.29 2.34 9.64 0.120
F 8.70 8.11 9.15 -0.611
F 6.61 10.39 2.76 -0.752
F 7.18 3.19 6.14 -0.775
F 6.53 11.44 11.08 -0.268
F 4.01 8.81 10.44 -0.702
```

---

3.
The following is a DFT calculation (ωB97M-V with the def2-TZVPD basis set) of AgI as an isolated structure at a distorted geometry.

Properties
**Electronic energy**: -444.33504 hartree
**Spin multiplicity**: 2
**Total charge**: +1
**Max |F|**: 0.0303 Eh/bohr
**Expectation value of S²**: 0.75

The geometry in XYZ format:
```
2
Properties=species:S:1:pos:R:3:mulliken_charge:R:1
I -0.04 1.24 -0.12 0.451
Ag 0.04 -1.24 0.12 0.549
```

---

4.
The following is a DFT calculation (ωB97M-V with the def2-TZVPD basis set) of Al4Cl4I3N3O9 as an isolated structure at a distorted geometry.

Properties
**Electronic energy**: -4543.23198 hartree
**Total charge**: +2
**Max |F|**: 0.0969 Eh/bohr

The geometry in XYZ format:
```
23
Properties=species:S:1:pos:R:3:mulliken_charge:R:1
I 14.51 4.32 10.18 0.058
I 9.33 12.31 7.49 -0.079
I 7.07 7.09 11.19 0.242
Cl 6.92 11.74 4.11 0.044
Cl 9.39 4.85 10.14 -0.238
Cl 8.37 12.20 11.35 -0.096
Cl 5.22 11.12 3.19 0.029
Al 9.11 5.67 12.27 0.730
Al 13.25 11.50 8.03 0.335
Al 8.43 11.37 9.58 0.207
Al 11.17 7.62 3.80 0.681
O 12.30 9.93 8.24 -0.457
O 7.57 10.02 9.67 -0.151
O 6.69 5.35 13.76 -0.209
O 10.66 5.29 13.32 -0.592
O 9.33 8.15 3.42 -0.405
O 12.64 10.70 11.21 0.076
O 12.85 5.03 7.06 -0.132
O 13.10 6.55 11.53 0.134
O 10.68 11.18 3.00 0.194
N 9.94 11.49 3.67 0.663
N 12.67 9.69 11.67 0.510
N 13.06 6.36 12.61 0.455
```

---

5.
The following is a DFT calculation (ωB97M-V with the def2-TZVPD basis set) of AlH10O5 as an isolated structure at a distorted geometry.

Properties
**Electronic energy**: -623.10817 hartree
**Total charge**: +3
**Max |F|**: 0.0214 Eh/bohr

The geometry in XYZ format:
```
16
Properties=species:S:1:pos:R:3:mulliken_charge:R:1
Al 33.30 -2.76 33.20 1.089
O 30.15 -4.68 35.07 -0.425
O 32.18 0.65 31.35 -0.402
O 36.23 -5.14 31.65 -0.413
O 34.69 -6.20 35.06 -0.394
O 36.37 -0.51 32.22 -0.404
H 29.39 -4.11 35.01 0.398
H 36.89 -5.77 31.96 0.391
H 31.57 1.25 31.79 0.396
H 36.54 -0.09 31.38 0.399
H 36.17 -5.30 30.71 0.399
H 31.97 0.73 30.42 0.396
H 30.16 -4.98 35.98 0.399
H 37.20 -0.93 32.45 0.392
H 34.01 -6.81 35.36 0.390
H 35.51 -6.58 35.36 0.390
```

---

6.
The following is a DFT calculation (ωB97M-V with the def2-TZVPD basis set) of ArH18O9 as an isolated structure at a distorted geometry.

Properties
**Electronic energy**: -1215.47133 hartree
**Total charge**: 0
**Max |F|**: 0.0231 Eh/bohr

The geometry in XYZ format:
```
28
Properties=species:S:1:pos:R:3:mulliken_charge:R:1
Ar -0.30 0.65 -0.87 -0.010
O -3.69 -0.88 -0.15 -0.602
O -1.59 -0.62 2.49 -0.627
O 2.14 -1.73 -0.13 -0.683
O -1.55 2.17 2.30 -0.666
O 1.01 2.41 1.66 -0.691
O -1.96 -2.62 -1.99 -0.665
O 1.48 2.30 -3.59 -0.645
O 3.00 0.32 -2.20 -0.671
O 1.42 -0.40 2.29 -0.666
H -3.88 -1.53 0.52 0.272
H 0.74 2.05 -4.15 0.312
H 1.69 -0.98 1.58 0.378
H -1.66 1.25 2.05 0.393
H -3.02 -1.28 -0.70 0.343
H -1.85 2.20 3.21 0.308
H 2.17 2.55 -4.20 0.309
H 2.14 -1.07 -0.82 0.336
H -2.36 -2.17 -2.74 0.331
H 3.71 0.77 -1.75 0.323
H 1.33 1.57 1.98 0.333
H -1.78 -1.55 2.63 0.278
H -2.57 -3.33 -1.79 0.318
H 2.36 1.01 -2.38 0.361
H 1.49 -2.37 -0.40 0.320
H -0.64 -0.60 2.33 0.320
H 2.08 -0.52 2.97 0.287
H 0.07 2.38 1.84 0.404
```

---

7.
The following is a DFT calculation (ωB97M-V with the def2-TZVPD basis set) of ArH24O12 as an isolated structure.

Properties
**Electronic energy**: -1444.76310 hartree
**Total charge**: 0
**Max |F|**: 0.0169 Eh/bohr

The geometry in XYZ format:
```
37
Properties=species:S:1:pos:R:3:mulliken_charge:R:1
Ar 0.04 -0.06 0.20 0.022
O 3.77 0.44 1.19 -0.619
O 3.45 0.26 -1.65 -0.699
O -3.34 1.49 1.71 -0.599
O 1.92 -3.81 -1.18 -0.638
O -1.07 -3.38 1.38 -0.602
O 0.68 1.77 -3.09 -0.568
O -2.79 -0.54 -1.72 -0.626
O -3.04 -1.50 0.91 -0.640
O 1.23 -1.73 -2.89 -0.654
O -1.23 -0.74 3.68 -0.562
O 1.18 2.65 2.78 -0.606
O -2.10 2.81 -0.72 -0.610
H -2.66 1.85 2.28 0.261
H 1.93 2.17 2.43 0.318
H -1.52 2.58 -1.45 0.260
H 3.72 0.25 0.25 0.360
H 4.24 -0.28 -1.62 0.356
H 1.49 3.03 3.60 0.291
H 3.49 0.70 -2.49 0.281
H -1.52 3.13 -0.04 0.319
H -0.05 2.31 -3.38 0.271
H 1.26 2.37 -2.62 0.301
H 1.32 -3.64 -0.45 0.327
H 1.82 -3.04 -1.74 0.358
H -1.65 0.12 3.70 0.270
H -3.08 1.78 0.83 0.362
H 1.76 -0.95 -2.69 0.326
H 0.45 -1.39 -3.32 0.284
H -2.38 -1.27 -2.19 0.313
H -0.41 -0.62 4.17 0.289
H -2.31 0.24 -2.01 0.245
H -1.62 -2.61 1.45 0.366
H -2.91 -1.40 -0.03 0.345
H -3.44 -0.68 1.19 0.282
H -0.86 -3.61 2.29 0.317
H 4.23 1.28 1.23 0.300
```

---

8.
The following is a DFT calculation (ωB97M-V with the def2-TZVPD basis set) of ArH28O14 as an isolated structure at a distorted geometry.

Properties
**Electronic energy**: -1597.67984 hartree
**Total charge**: 0
**Max |F|**: 0.0220 Eh/bohr

The geometry in XYZ format:
```
43
Properties=species:S:1:pos:R:3:mulliken_charge:R:1
Ar 0.35 0.63 -0.20 0.068
O -2.24 -1.04 1.67 -0.638
O 1.79 -2.61 1.75 -0.772
O -0.47 -1.16 -2.92 -0.530
O -1.41 3.17 -1.89 -0.661
O 2.43 -1.10 -1.87 -0.619
O 3.92 -1.32 0.49 -0.758
O 2.22 3.15 1.66 -0.664
O -0.63 -2.86 0.35 -0.644
O -0.38 -0.12 3.50 -0.639
O 4.08 1.48 0.26 -0.661
O -3.99 0.72 -0.08 -0.658
O -2.65 0.62 -2.58 -0.691
O -3.17 -2.41 -1.08 -0.571
O -0.44 3.90 0.79 -0.658
H -0.79 2.85 -2.55 0.330
H 0.36 -0.89 -3.31 0.217
H -3.43 0.75 -0.86 0.385
H 0.48 3.66 0.77 0.359
H 3.24 -1.75 1.02 0.470
H -0.88 3.30 -1.11 0.341
H -2.26 -2.21 -0.86 0.244
H 3.81 1.43 -0.66 0.257
H -1.17 -2.31 0.92 0.399
H 3.46 -1.01 -0.28 0.280
H -2.94 -1.34 2.25 0.295
H -2.70 -0.57 0.98 0.276
H -3.12 -2.82 -1.94 0.313
H -2.10 -0.15 -2.43 0.312
H 0.27 -2.69 0.63 0.351
H 2.34 2.85 2.56 0.300
H 2.11 -2.00 -2.00 0.261
H -4.00 1.62 0.25 0.311
H 1.75 -1.93 2.43 0.350
H 1.87 -3.43 2.24 0.296
H 2.39 -0.70 -2.74 0.277
H -0.87 -0.50 2.78 0.402
H -0.64 0.80 3.52 0.267
H 4.03 0.58 0.58 0.496
H -0.24 -1.90 -2.35 0.292
H -0.77 3.55 1.62 0.267
H -2.07 1.36 -2.42 0.381
H 2.47 2.39 1.12 0.368
```

---

The highest total charge belongs to which entry? AgCl2F8Sr8